(1)
{"formula": "C5H12NO", "method": "ωB97M-V/def2-TZVPD", "charge": -1, "de_lowest_kcal_mol": 36.8, "smiles": "CCN(C)CC[O-]", "total_energy_ev": -8915.468, "orbital_gap_ev": 6.03, "max_force_ev_per_a": 3.15, "molar_mass_g_mol": 102.2, "symbols": ["C", "C", "N", "C", "C", "C", "O", "H", "H", "H", "H", "H", "H", "H", "H", "H", "H", "H", "H"], "positions_angstrom": [[2.400, -0.560, 0.264], [1.275, 0.082, -0.556], [-0.032, -0.312, -0.043], [-0.131, 0.119, 1.376], [-1.110, 0.449, -0.862], [-2.448, -0.227, -0.681], [-2.903, -0.288, 0.609], [2.139, -1.288, 1.037], [3.040, -1.166, -0.420], [3.086, 0.209, 0.609], [1.186, -0.122, -1.625], [1.417, 1.191, -0.410], [-1.118, 0.510, 1.567], [0.050, -0.672, 2.101], [0.562, 0.958, 1.601], [-0.612, 0.578, -1.827], [-1.174, 1.436, -0.345], [-3.168, 0.375, -1.362], [-2.460, -1.272, -1.033]]}

(2)
{"formula": "C27H37BO2S2", "method": "ωB97M-V/def2-TZVPD", "de_lowest_kcal_mol": 8.1, "smiles": "Cc1cc(C)c([C@@H](C)B2OC(C)(C)C(C)(C)O2)c(C)c1.Cc1ccc(-c2ccc(C)s2)s1", "total_energy_ev": -55043.965, "orbital_gap_ev": 7.46, "max_force_ev_per_a": 4.67, "molar_mass_g_mol": 468.5, "symbols": ["C", "C", "C", "C", "C", "C", "C", "C", "B", "O", "C", "C", "C", "C", "C", "C", "O", "C", "C", "C", "H", "H", "H", "H", "H", "H", "H", "H", "H", "H", "H", "H", "H", "H", "H", "H", "H", "H", "H", "H", "H", "H", "H", "H", "H", "H", "H", "C", "C", "C", "C", "C", "C", "C", "C", "C", "C", "S", "S", "H", "H", "H", "H", "H", "H", "H", "H", "H", "H"], "positions_angstrom": [[1.030, 4.114, -2.667], [0.732, 2.835, -1.950], [1.091, 2.671, -0.611], [0.787, 1.505, 0.086], [1.269, 1.371, 1.499], [0.038, 0.479, -0.540], [-0.438, -0.677, 0.272], [-1.653, -1.464, -0.139], [0.989, -1.803, 0.022], [2.092, -1.649, 0.805], [2.851, -2.889, 0.682], [4.313, -2.506, 0.656], [2.582, -3.704, 1.944], [2.259, -3.547, -0.640], [3.077, -3.241, -1.888], [1.981, -5.034, -0.591], [0.964, -2.884, -0.798], [-0.169, 0.569, -1.939], [-0.650, -0.574, -2.780], [0.101, 1.766, -2.595], [2.098, 4.371, -2.593], [0.770, 4.026, -3.729], [0.461, 4.957, -2.245], [1.633, 3.468, -0.096], [1.935, 2.210, 1.736], [0.439, 1.395, 2.220], [1.821, 0.434, 1.644], [-0.438, -0.467, 1.347], [-2.432, -0.816, -0.563], [-1.418, -2.257, -0.860], [-2.076, -1.963, 0.742], [4.938, -3.406, 0.598], [4.552, -1.852, -0.188], [4.568, -1.979, 1.583], [3.228, -4.592, 1.974], [2.815, -3.093, 2.826], [1.535, -4.025, 2.018], [4.019, -3.804, -1.876], [2.513, -3.553, -2.778], [3.304, -2.171, -1.982], [2.921, -5.597, -0.528], [1.348, -5.304, 0.262], [1.466, -5.337, -1.511], [-0.375, -0.394, -3.829], [-0.202, -1.527, -2.477], [-1.745, -0.673, -2.755], [-0.152, 1.865, -3.652], [-2.910, -0.952, 4.555], [-3.061, -0.254, 3.259], [-4.014, -0.519, 2.286], [-3.890, 0.306, 1.142], [-2.822, 1.197, 1.238], [-2.565, 2.322, 0.432], [-3.008, 2.572, -0.861], [-2.655, 3.867, -1.305], [-1.977, 4.610, -0.350], [-1.504, 6.005, -0.487], [-1.736, 3.716, 1.094], [-2.106, 1.108, 2.840], [-3.473, -1.888, 4.525], [-1.854, -1.170, 4.752], [-3.295, -0.336, 5.376], [-4.764, -1.298, 2.409], [-4.529, 0.276, 0.262], [-3.559, 1.824, -1.429], [-2.889, 4.274, -2.287], [-1.977, 6.465, -1.362], [-1.766, 6.580, 0.410], [-0.414, 6.041, -0.611]]}

(3)
{"formula": "C2H2O3", "method": "ωB97M-V/def2-TZVPD", "de_lowest_kcal_mol": 46.0, "smiles": "O=CC(=O)O", "total_energy_ev": -8246.604, "orbital_gap_ev": 10.14, "max_force_ev_per_a": 4.36, "molar_mass_g_mol": 74.0, "symbols": ["O", "C", "C", "O", "O", "H", "H"], "positions_angstrom": [[1.118, 1.178, -0.362], [0.063, 0.835, 0.115], [-0.634, -0.472, -0.342], [-1.682, -0.908, -0.622], [0.444, -1.143, 0.498], [-0.638, 1.524, 0.599], [1.330, -1.014, 0.113]]}

(4)
{"formula": "C33H75CaFGaN7O3PS", "method": "ωB97M-V/def2-TZVPD", "charge": -1, "total_energy_ev": -145655.511, "orbital_gap_ev": 2.06, "max_force_ev_per_a": 2.19, "molar_mass_g_mol": 809.8, "symbols": ["C", "P", "C", "Ga", "C", "C", "C", "C", "C", "N", "C", "C", "C", "C", "C", "C", "C", "S", "C", "N", "N", "C", "O", "C", "C", "N", "N", "N", "H", "H", "H", "H", "H", "H", "H", "H", "H", "H", "H", "H", "H", "H", "H", "H", "H", "H", "H", "H", "H", "H", "H", "H", "H", "H", "H", "H", "H", "H", "H", "H", "H", "H", "H", "H", "H", "H", "H", "H", "H", "Ca", "C", "O", "H", "H", "H", "F", "C", "C", "C", "C", "N", "C", "C", "C", "C", "C", "C", "C", "H", "H", "H", "H", "H", "H", "H", "H", "H", "H", "H", "H", "H", "H", "H", "H", "H", "H", "H", "H", "H", "H", "H", "H", "C", "C", "C", "O", "H", "H", "H", "H", "H", "H", "H"], "positions_angstrom": [[-5.359, -2.912, -2.659], [-3.664, -2.222, -3.030], [-2.385, -3.577, -3.029], [-2.934, -0.730, -1.337], [-2.838, -1.572, 0.529], [-3.981, -2.565, 0.889], [-5.127, -1.939, 1.727], [-6.455, -1.755, 0.961], [-7.177, -3.082, 0.580], [-6.545, -4.300, 1.145], [-1.026, -0.185, -1.938], [-1.116, 0.147, -3.453], [-0.323, 1.386, -3.913], [-0.601, 1.615, -5.432], [-1.586, 2.781, -5.694], [-3.028, 2.286, -6.035], [-3.241, 2.084, -7.566], [-3.047, 0.365, -8.151], [-4.176, -0.622, -7.236], [-4.294, -1.901, -7.345], [-5.260, -2.290, -6.453], [-5.670, -1.240, -5.846], [-5.038, -0.134, -6.318], [-4.212, 0.907, -1.201], [-3.788, 1.981, -0.195], [-4.365, 3.287, -0.673], [-4.247, 1.653, 1.178], [-2.335, 2.229, -0.088], [-5.810, -3.239, -3.612], [-5.338, -3.807, -2.017], [-6.020, -2.137, -2.251], [-2.575, -4.339, -3.792], [-1.432, -3.085, -3.271], [-2.244, -4.004, -2.024], [-2.759, -0.827, 1.340], [-1.898, -2.142, 0.577], [-3.536, -3.350, 1.525], [-4.421, -3.089, 0.032], [-5.349, -2.510, 2.640], [-4.838, -0.937, 2.080], [-7.130, -1.193, 1.628], [-6.320, -1.152, 0.052], [-8.233, -3.047, 0.898], [-7.197, -3.223, -0.507], [-6.716, -5.040, 0.471], [-7.010, -4.603, 1.994], [-0.594, 0.618, -1.328], [-0.407, -1.089, -1.845], [-2.173, 0.362, -3.699], [-0.837, -0.701, -4.095], [0.762, 1.278, -3.779], [-0.670, 2.249, -3.323], [0.340, 1.859, -5.947], [-0.991, 0.693, -5.880], [-1.239, 3.382, -6.549], [-1.687, 3.461, -4.839], [-3.241, 1.340, -5.526], [-3.717, 3.059, -5.670], [-2.462, 2.663, -8.075], [-4.217, 2.455, -7.895], [-6.408, -1.175, -5.062], [-4.455, 1.317, -2.189], [-5.158, 0.482, -0.816], [-3.747, 4.047, -0.388], [-5.279, 3.402, -0.248], [-3.670, 2.216, 1.779], [-5.223, 1.899, 1.301], [-1.896, 1.412, 0.336], [-1.967, 2.380, -1.021], [-2.683, 3.762, 2.228], [0.616, -3.319, 1.472], [0.729, -2.107, 0.947], [-0.314, -3.870, 1.228], [1.424, -4.033, 1.216], [0.621, -3.355, 2.581], [0.709, -0.990, 2.763], [7.055, 3.951, 4.948], [7.401, 2.480, 4.730], [6.898, 1.923, 3.397], [5.405, 1.840, 3.150], [4.597, 0.870, 3.976], [4.155, 1.428, 5.309], [3.040, 2.417, 4.998], [2.392, 1.898, 3.711], [3.233, 0.718, 3.278], [5.220, -0.500, 4.045], [6.171, -0.783, 5.222], [7.578, -1.209, 4.794], [5.976, 4.123, 4.920], [7.417, 4.283, 5.923], [7.524, 4.577, 4.187], [7.040, 1.893, 5.576], [8.489, 2.379, 4.748], [7.347, 0.949, 3.202], [7.301, 2.564, 2.606], [5.275, 1.510, 2.115], [4.937, 2.822, 3.239], [3.778, 0.588, 5.892], [4.990, 1.895, 5.822], [3.443, 3.419, 4.839], [2.331, 2.495, 5.821], [2.380, 2.673, 2.944], [1.360, 1.592, 3.867], [3.384, 0.641, 2.206], [2.774, -0.199, 3.641], [5.676, -0.668, 3.067], [4.396, -1.202, 4.139], [5.749, -1.623, 5.779], [6.234, 0.031, 5.942], [7.548, -1.870, 3.928], [8.073, -1.741, 5.609], [8.207, -0.353, 4.551], [3.863, -0.404, -0.508], [5.396, -0.284, -0.391], [6.033, -1.216, -1.439], [5.787, -0.690, 0.851], [3.523, -1.424, -0.321], [3.359, 0.258, 0.201], [3.520, -0.122, -1.514], [5.646, 0.757, -0.714], [5.750, -2.258, -1.273], [7.123, -1.147, -1.411], [5.712, -0.944, -2.456]]}

Repeat the third record exactly.
{"formula": "C2H2O3", "method": "ωB97M-V/def2-TZVPD", "de_lowest_kcal_mol": 46.0, "smiles": "O=CC(=O)O", "total_energy_ev": -8246.604, "orbital_gap_ev": 10.14, "max_force_ev_per_a": 4.36, "molar_mass_g_mol": 74.0, "symbols": ["O", "C", "C", "O", "O", "H", "H"], "positions_angstrom": [[1.118, 1.178, -0.362], [0.063, 0.835, 0.115], [-0.634, -0.472, -0.342], [-1.682, -0.908, -0.622], [0.444, -1.143, 0.498], [-0.638, 1.524, 0.599], [1.330, -1.014, 0.113]]}